[1]
{"formula": "C5H3ClFNO", "method": "the ωB97M-V functional and the def2-TZVPD basis", "symbols": ["O", "F", "Cl", "C", "C", "C", "C", "C", "N", "H", "H", "H"], "coordinates": [[-0.331, -2.415, -0.916], [-2.636, -0.841, -0.373], [0.779, 2.939, 0.657], [-0.217, -1.368, -0.329], [-1.070, 0.812, 0.413], [-1.346, -0.517, -0.085], [0.354, 1.259, 0.365], [1.314, 0.390, -0.029], [1.060, -0.992, 0.023], [-1.951, 1.454, 0.605], [2.255, 0.904, -0.135], [1.792, -1.624, -0.196]], "forces_ev_per_angstrom": [[-0.578, -1.593, -0.362], [1.817, -0.306, 0.371], [-0.387, -0.666, -0.231], [-0.403, -2.199, -1.297], [-0.101, -2.799, -1.662], [0.211, 5.546, 2.266], [-2.021, -0.503, -0.326], [-0.324, 0.521, 2.076], [-0.247, 3.879, -0.153], [0.944, -0.165, -0.054], [0.761, -1.059, -0.131], [0.329, -0.657, -0.496]], "orbital_gap_ev": 8.36, "energy_ev": -24009.7374, "homo_ev": -8.79, "e_lumo_ev": -0.43}

[2]
{"formula": "C5H5Cl2N3O2S", "method": "the ωB97M-V functional and the def2-TZVPD basis", "symbols": ["C", "C", "C", "C", "C", "N", "N", "N", "O", "O", "S", "Cl", "Cl", "H", "H", "H", "H", "H"], "coordinates": [[-3.146, -1.860, 0.734], [-0.966, -2.162, -0.085], [-2.535, -0.561, -0.946], [-1.206, -1.058, -0.934], [1.469, 1.919, 1.186], [-3.379, -0.783, 0.000], [-2.038, -2.590, 0.644], [-0.273, -0.443, -1.783], [0.885, -0.712, -1.703], [-0.688, 0.480, -2.441], [-0.257, 1.301, 0.716], [0.653, -2.710, 0.369], [-1.296, 3.247, 0.627], [-3.939, -2.366, 1.316], [-2.826, 0.063, -1.809], [1.803, 1.424, 2.103], [1.469, 3.079, 1.329], [2.134, 1.722, 0.465]], "forces_ev_per_angstrom": [[0.896, -1.805, -0.400], [-1.207, 1.560, 1.299], [1.583, 0.975, -1.446], [-1.646, -2.474, 1.056], [-2.922, 2.308, 2.798], [-1.980, -0.413, 0.181], [1.922, -0.123, -0.001], [0.107, 1.610, -0.492], [1.743, -1.124, 0.137], [-0.609, 0.537, -1.056], [0.549, 2.875, 0.681], [-1.562, -0.071, -0.460], [1.008, -2.009, 0.059], [0.417, 1.024, -0.054], [0.209, 0.071, 0.889], [-0.374, 0.199, -0.048], [-0.340, -2.238, -0.113], [2.206, -0.903, -3.032]], "orbital_gap_ev": 8.26, "energy_ev": -49706.5692, "homo_ev": -9.49, "e_lumo_ev": -1.23}